The molecule C5H11NOS, computed with ωB97M-V/def2-TZVPD.

Last column: Löwdin charge in e.
Positions of all 19 atoms, in Å:
O: 0.3251 -0.3231 3.5363  0.06
C: -0.1754 0.5243 2.8457  -0.23
C: -0.0556 0.5660 1.3355  -0.40
C: 0.1313 -0.8231 0.7468  -0.25
C: 0.3066 -0.8067 -0.7687  -0.52
S: -1.3193 -0.8308 -1.5563  0.80
C: -0.8789 -0.4371 -3.2729  -0.41
N: 1.0475 1.4557 0.9806  0.06
H: -0.6619 1.4091 3.3085  0.12
H: -0.9707 0.9884 0.9035  0.14
H: -0.7435 -1.4258 1.0077  0.11
H: 0.9387 -1.3395 1.2803  0.12
H: 0.8815 -1.6787 -1.1004  0.08
H: 0.8760 0.0778 -1.0404  0.06
H: 0.1752 -0.1889 -3.3143  0.03
H: -1.4658 0.4167 -3.5941  0.02
H: -1.0495 -1.2790 -3.9319  0.02
H: 0.7803 2.4269 1.0749  0.08
H: 1.8584 1.2679 1.5593  0.09

Calculated values
- 2S+1 = 1
- highest occupied orbital energy (Eh) = -0.311
- E (eV) = -19735.7105
- energy above the lowest of the compared OMol25 structures with the same formula, charge and spin (kJ/mol) = 133.62
- HOMO-LUMO gap (hartree) = 0.344

---

The molecule C5H11NOS in a non-equilibrium geometry, computed with ωB97M-V/def2-TZVPD.

Last column: Löwdin charge in e.
Positions of all 19 atoms, in Å:
C: -0.7597 -1.6317 -1.9685  -0.13
C: -1.2339 -0.2938 -0.1528  -0.27
C: -0.7297 -0.0565 1.3045  -0.21
C: 1.5370 0.5405 0.5438  -0.33
C: 1.2228 1.9940 0.4920  -0.67
H: 0.1895 -1.2068 -2.2902  0.09
H: -0.7199 -2.6593 -2.3254  0.09
H: -1.5565 -1.1940 -2.5454  0.08
H: -2.3260 -0.0143 -0.2588  0.14
H: -0.7667 0.5183 -0.8151  0.13
H: -1.1050 0.9044 1.7370  0.11
H: -1.1991 -0.8932 1.9196  0.13
H: 1.0244 -0.1540 2.3779  0.11
H: 1.6366 0.1140 -0.4382  0.10
H: 2.5840 0.4569 0.9509  0.13
H: 0.1994 2.2581 0.8309  0.05
N: 0.7048 -0.2484 1.4249  -0.08
O: -0.8924 -1.5257 -0.6058  -0.16
S: 2.1907 3.0913 -0.1812  0.68

Calculated values
- 2S+1 = 1
- highest occupied orbital energy (Eh) = -0.313
- E (eV) = -19734.0609
- energy above the lowest of the compared OMol25 structures with the same formula, charge and spin (kJ/mol) = 292.78
- HOMO-LUMO gap (hartree) = 0.304

---

The molecule C5H11NOS in a non-equilibrium geometry, computed with ωB97M-V/def2-TZVPD.

Last column: Löwdin charge in e.
Positions of all 19 atoms, in Å:
C: 0.8140 2.0330 -0.1293  -0.12
C: 0.7141 0.4898 -0.5263  -0.61
C: -0.5550 -0.2413 -0.3466  -0.57
C: -1.0848 -0.5507 1.1341  -0.12
C: -1.9073 0.4031 -0.7225  -0.11
H: 0.7619 2.0411 1.0638  0.10
H: 1.8332 2.3996 -0.5623  0.09
H: 0.0166 2.8635 -0.3500  0.09
H: 1.0074 0.2312 -1.5551  0.11
H: 1.7273 -0.2381 1.6365  -0.11
H: 0.6298 -1.8202 -0.5158  0.05
H: -0.3472 -0.0214 1.7023  0.05
H: -1.1664 -1.6120 1.4538  0.12
H: -3.1633 -0.4024 1.0291  0.14
H: -2.2836 -0.3143 -1.6433  0.17
H: -1.7286 1.5176 -0.9621  0.11
N: -2.3271 0.2964 0.7686  -0.04
O: -0.2074 -1.5009 -1.0641  -0.15
S: 2.0485 -0.4697 0.3362  0.80

Calculated values
- 2S+1 = 1
- highest occupied orbital energy (Eh) = -0.339
- E (eV) = -19732.7383
- energy above the lowest of the compared OMol25 structures with the same formula, charge and spin (kJ/mol) = 420.40
- HOMO-LUMO gap (hartree) = 0.363

---

The molecule C5H11NSi in a non-equilibrium geometry, computed with ωB97M-V/def2-TZVPD.

Last column: Löwdin charge in e.
Positions of all 18 atoms, in Å:
C: -1.3807 -1.0693 -3.3146  0.06
C: -0.7827 -1.2245 -2.2994  -0.32
C: -1.0700 -0.4288 1.5187  -0.22
C: -0.4858 1.5981 -0.7362  -0.15
C: 1.9813 -0.0657 0.7530  -0.17
N: 0.0150 -1.2739 -1.1928  -0.09
Si: 0.1042 -0.0062 0.0618  0.53
H: -2.1845 -0.9506 -4.0364  0.03
H: -2.1471 -0.3391 1.2442  0.03
H: -0.6921 -1.3597 2.0960  0.05
H: -0.8895 0.5020 2.2096  0.05
H: -1.2738 1.8540 -0.0221  0.02
H: 0.3612 2.2711 -0.6457  0.02
H: -0.9366 1.4794 -1.7051  0.02
H: 2.5626 -0.9118 0.2866  0.03
H: 2.4882 0.7465 0.2391  0.00
H: 2.0802 -0.0213 1.8730  0.03
H: 0.5335 -2.1409 -1.2351  0.09

Calculated values
- 2S+1 = 1
- highest occupied orbital energy (Eh) = -0.310
- E (eV) = -14729.9217
- energy above the lowest of the compared OMol25 structures with the same formula, charge and spin (kJ/mol) = 175.02
- HOMO-LUMO gap (hartree) = 0.340

---

The ion C5H11O with charge -1, computed with ωB97M-V/def2-TZVPD.

Last column: Löwdin charge in e.
Positions of all 17 atoms, in Å:
C: -0.4913 -0.9195 -1.3116  -0.60
O: -1.3893 -0.6875 -2.2643  -0.36
C: 0.2696 0.3425 -0.8183  -0.24
C: 1.2084 0.0746 0.3622  -0.26
C: 0.8356 0.8092 1.6473  -0.30
C: -0.5064 0.3651 2.1978  -0.13
H: 0.3282 -1.6418 -1.6069  0.08
H: -0.9025 -1.3834 -0.3644  0.07
H: 0.8283 0.7271 -1.6777  0.09
H: -0.4881 1.0949 -0.5773  0.09
H: 1.2042 -1.0036 0.5731  0.10
H: 2.2446 0.3360 0.1080  0.09
H: 1.6136 0.6380 2.3984  0.09
H: 0.8108 1.8856 1.4477  0.10
H: -1.3043 0.5420 1.4772  0.07
H: -0.4898 -0.7085 2.4015  0.07
H: -0.7505 0.8774 3.1323  0.06

Calculated values
- 2S+1 = 1
- total charge = -1
- highest occupied orbital energy (Eh) = -0.078
- E (eV) = -7410.3614
- energy above the lowest of the compared OMol25 structures with the same formula, charge and spin (kJ/mol) = 3.58
- HOMO-LUMO gap (hartree) = 0.223

---

A cluster of 2 separate species, C5H11O in total in a non-equilibrium geometry, computed with ωB97M-V/def2-TZVPD.

Last column: Löwdin charge in e.
Positions of all 17 atoms, in Å:
C: 1.6415 -0.1002 0.6521  -0.07
C: -0.9886 0.1497 0.0472  0.07
C: 2.0697 1.2313 0.1021  -0.07
C: 1.5812 -1.3589 -0.1185  -0.10
C: -3.3714 -0.0922 -0.1226  -0.01
O: -2.0890 -0.1971 0.5597  -0.12
H: 1.5874 -0.0752 1.7847  0.14
H: -0.9116 0.6086 -0.9936  0.09
H: 2.7265 0.8538 -0.7549  0.12
H: 2.6060 1.7519 0.8863  0.08
H: 1.2991 2.0385 -0.1345  0.13
H: 1.6981 -0.9248 -1.2214  0.13
H: 0.5699 -1.9733 -0.0445  0.14
H: 2.4936 -1.9403 0.0327  0.10
H: -3.2450 0.2636 -1.2637  0.15
H: -3.9800 -1.0065 0.1346  0.12
H: -3.6873 0.7713 0.4542  0.09

Calculated values
- 2S+1 = 1
- total charge = +1
- highest occupied orbital energy (alpha / beta) (Eh) = -0.485 / -0.485
- E (eV) = -7397.9207
- energy above the lowest of the compared OMol25 structures with the same formula, charge and spin (kJ/mol) = 417.83
- HOMO-LUMO gap (alpha / beta) (hartree) = 0.282 / 0.282

---

A cluster of 2 separate species, C5H11O2 in total, computed with ωB97M-V/def2-TZVPD.

Last column: Löwdin charge in e.
Positions of all 18 atoms, in Å:
C: 0.5338 0.6791 0.8463  -0.32
C: 1.9326 0.0430 0.8502  -0.11
C: 0.0661 1.2338 2.1689  -0.14
H: 0.4721 1.4217 0.0478  0.10
H: -0.1406 -0.0824 0.4742  0.08
H: 1.9143 -1.0433 0.7996  0.07
H: -0.0346 0.4332 2.9015  0.07
H: 0.7663 1.9647 2.5885  0.07
H: 2.5498 0.3412 1.7044  0.06
H: 2.5092 0.3653 -0.0252  0.07
H: -0.9334 1.6545 2.1109  0.06
C: -1.7559 -0.4968 -1.9143  -0.07
C: -0.8694 -1.7034 -2.3030  -0.81
O: 0.0110 -1.4468 -3.1667  -0.13
O: -1.0978 -2.7964 -1.7319  -0.12
H: -1.8793 -0.4604 -0.8235  0.04
H: -2.7814 -0.5295 -2.2760  0.05
H: -1.2626 0.4225 -2.2517  0.05

Calculated values
- 2S+1 = 1
- total charge = -1
- highest occupied orbital energy (Eh) = -0.139
- E (eV) = -9459.6913
- energy above the lowest of the compared OMol25 structures with the same formula, charge and spin (kJ/mol) = 32.60
- HOMO-LUMO gap (hartree) = 0.268

---

A cluster of 2 separate species, C5H11O2 in total in a non-equilibrium geometry, computed with ωB97M-V/def2-TZVPD.

Last column: Löwdin charge in e.
Positions of all 18 atoms, in Å:
C: -1.9367 0.2860 0.4018  -0.14
C: -2.0823 1.7556 -0.0103  -0.18
H: -2.7001 0.0513 1.1038  0.05
H: -1.8385 -0.3817 -0.5291  0.10
H: -0.9328 0.0487 0.6944  0.01
H: -1.2389 2.4160 0.1691  0.05
H: -2.8693 2.1514 0.6021  0.04
H: -2.3451 1.9124 -1.0745  0.06
C: 1.6899 -0.3152 0.2351  -0.19
C: 1.9865 -0.6941 -1.2477  -0.12
C: 0.9776 -1.4211 0.9452  -0.89
O: 0.7799 -1.2812 2.1068  -0.02
O: 0.7730 -2.4122 0.1990  -0.10
H: 2.6658 -0.1848 0.8639  0.13
H: 0.9916 0.5362 0.2063  0.08
H: 1.0250 -0.6313 -1.6753  0.04
H: 2.2749 -1.7066 -1.2532  0.04
H: 2.7796 -0.1294 -1.7372  0.05

Calculated values
- 2S+1 = 1
- total charge = -1
- highest occupied orbital energy (Eh) = -0.139
- E (eV) = -9458.7892
- energy above the lowest of the compared OMol25 structures with the same formula, charge and spin (kJ/mol) = 119.64
- HOMO-LUMO gap (hartree) = 0.280

---

A cluster of 2 separate species, C5H11O2 in total in a non-equilibrium geometry, computed with ωB97M-V/def2-TZVPD.

Last column: Löwdin charge in e.
Positions of all 18 atoms, in Å:
C: -1.8845 0.0572 1.0863  -0.22
C: -1.8941 -1.3536 0.5912  -0.22
H: -1.5570 0.7979 0.3336  0.05
H: -2.8809 0.5172 1.1206  0.05
H: -1.3660 0.0582 2.1134  0.10
H: -0.9549 -1.7662 1.0301  0.06
H: -2.0202 -1.5924 -0.4318  0.04
H: -2.7013 -1.8950 1.1532  0.06
C: 1.0614 0.2849 -0.3792  -0.22
C: 2.1228 -0.4114 -1.1755  -0.19
C: 1.2145 1.9161 -0.4113  -0.83
O: 2.1301 2.2595 -1.0860  -0.05
O: 0.4796 2.7334 0.1612  -0.10
H: -0.0310 0.0513 -0.9104  0.13
H: 1.1486 0.0014 0.7891  0.13
H: 1.9563 -0.2163 -2.1908  0.04
H: 2.0644 -1.5179 -0.9641  0.07
H: 3.1122 0.0757 -0.8298  0.10

Calculated values
- 2S+1 = 1
- total charge = -1
- highest occupied orbital energy (Eh) = -0.133
- E (eV) = -9458.1698
- energy above the lowest of the compared OMol25 structures with the same formula, charge and spin (kJ/mol) = 179.40
- HOMO-LUMO gap (hartree) = 0.269

---

A cluster of 2 separate species, C5H11O2 in total in a non-equilibrium geometry, computed with ωB97M-V/def2-TZVPD.

Last column: Löwdin charge in e.
Positions of all 18 atoms, in Å:
C: 0.1280 -1.1633 -0.2330  -0.49
O: -0.2060 -2.4310 -0.5917  -0.33
C: -0.8309 -0.1221 -0.8459  -0.21
C: -1.2069 1.0624 0.0542  -0.23
C: -0.0451 1.7474 0.7565  -0.20
C: 0.2427 3.0286 0.5958  -0.04
H: 0.1547 -0.9200 0.8453  0.08
H: 1.1460 -0.9110 -0.6060  0.10
H: -1.7439 -0.6906 -1.0666  0.09
H: -0.5198 0.3030 -1.8049  0.09
H: -1.6574 1.8801 -0.5069  0.09
H: -1.8429 0.7335 0.8737  0.11
H: 0.5405 1.1225 1.4229  0.09
H: -0.2718 3.6285 -0.1376  0.04
H: 0.9461 3.5366 1.2441  0.03
H: 2.3091 -3.9131 -0.4011  -0.01
H: 1.0411 -3.1711 -0.0020  -0.03
O: 1.8165 -3.7203 0.4033  -0.18

Calculated values
- 2S+1 = 1
- total charge = -1
- highest occupied orbital energy (Eh) = -0.115
- E (eV) = -9457.7458
- energy above the lowest of the compared OMol25 structures with the same formula, charge and spin (kJ/mol) = 220.31
- HOMO-LUMO gap (hartree) = 0.251